# 1
{
  "formula": "C40H46Cl3N4O2SiZr",
  "method": "the ωB97M-V functional and the def2-TZVPD basis",
  "elements": ["Zr", "O", "C", "C", "C", "C", "C", "C", "C", "N", "N", "C", "O", "C", "C", "C", "C", "C", "C", "H", "H", "H", "H", "H", "H", "H", "H", "H", "H", "C", "C", "C", "C", "C", "C", "C", "C", "C", "C", "C", "C", "N", "C", "C", "N", "C", "C", "C", "C", "C", "C", "C", "C", "C", "C", "C", "C", "H", "H", "H", "H", "H", "H", "H", "H", "H", "H", "H", "H", "H", "H", "H", "H", "H", "H", "H", "H", "H", "H", "H", "H", "H", "H", "H", "H", "H", "H", "H", "H", "H", "H", "H", "H", "Cl", "Si", "Cl", "Cl"],
  "coordinates": [[0.822, -0.069, -0.034], [1.691, 0.456, -1.872], [1.386, -0.012, -3.050], [1.291, 0.843, -4.165], [0.935, 0.345, -5.397], [0.684, -1.018, -5.595], [0.853, -1.877, -4.534], [1.205, -1.398, -3.267], [1.631, -2.333, -2.249], [1.861, -2.012, -1.022], [2.506, -3.035, -0.307], [3.153, -2.601, 0.718], [3.297, -1.324, 1.007], [3.813, -3.592, 1.614], [3.301, -4.887, 1.691], [3.888, -5.812, 2.538], [4.988, -5.450, 3.307], [5.497, -4.164, 3.230], [4.909, -3.231, 2.386], [1.485, 1.895, -4.013], [0.850, 1.025, -6.236], [0.394, -1.387, -6.568], [0.723, -2.945, -4.668], [1.876, -3.354, -2.554], [2.440, -5.142, 1.093], [3.481, -6.811, 2.607], [5.441, -6.171, 3.974], [6.352, -3.879, 3.826], [5.299, -2.224, 2.325], [-2.520, -1.271, 3.593], [-2.302, 0.014, 2.800], [-3.638, 0.716, 2.538], [-1.342, 0.966, 3.477], [-1.578, 1.293, 4.808], [-0.822, 2.245, 5.463], [0.172, 2.898, 4.762], [0.448, 2.604, 3.429], [1.535, 3.425, 2.759], [1.117, 4.893, 2.643], [2.870, 3.314, 3.490], [-0.299, 1.601, 2.782], [-0.089, 1.265, 1.413], [-0.312, 2.257, 0.482], [-0.692, 1.949, -0.789], [-0.925, 0.631, -1.173], [-1.800, 0.294, -2.240], [-2.306, -1.032, -2.281], [-3.244, -1.419, -3.221], [-3.722, -0.538, -4.171], [-3.178, 0.726, -4.200], [-2.205, 1.160, -3.301], [-1.644, 2.545, -3.609], [-2.551, 3.653, -3.056], [-1.430, 2.791, -5.107], [-1.881, -2.054, -1.261], [-1.656, -3.458, -1.808], [-2.866, -2.074, -0.097], [-3.114, -1.975, 3.009], [-3.062, -1.078, 4.522], [-1.577, -1.753, 3.842], [-1.865, -0.245, 1.834], [-4.103, 1.041, 3.472], [-4.336, 0.043, 2.034], [-3.503, 1.597, 1.908], [-2.386, 0.797, 5.329], [-1.015, 2.488, 6.500], [0.761, 3.659, 5.256], [1.692, 3.036, 1.754], [0.980, 5.339, 3.629], [0.177, 5.006, 2.104], [1.881, 5.472, 2.121], [2.829, 3.788, 4.472], [3.658, 3.802, 2.915], [3.168, 2.278, 3.640], [-0.199, 3.301, 0.767], [-0.780, 2.778, -1.466], [-3.609, -2.436, -3.195], [-4.473, -0.839, -4.890], [-3.496, 1.412, -4.971], [-0.651, 2.615, -3.171], [-3.503, 3.633, -3.591], [-2.109, 4.643, -3.200], [-2.771, 3.524, -1.998], [-2.361, 3.024, -5.624], [-0.982, 1.928, -5.595], [-0.767, 3.648, -5.246], [-0.908, -1.710, -0.907], [-2.601, -3.973, -2.001], [-1.108, -4.049, -1.073], [-1.088, -3.445, -2.739], [-3.834, -2.440, -0.452], [-3.013, -1.074, 0.303], [-2.517, -2.718, 0.710], [5.141, 0.334, 2.823], [3.060, -0.121, 2.295], [2.984, 1.409, 0.538], [0.205, -1.964, 1.430]],
  "forces_ev_per_angstrom": [[-0.93, 1.10, -0.50], [0.19, 0.22, -0.37], [0.13, 0.06, 0.14], [-0.03, -0.16, 0.03], [0.06, -0.05, -0.09], [0.03, 0.05, 0.11], [-0.04, 0.06, -0.06], [0.10, -0.16, 0.13], [0.13, 0.06, 0.23], [0.03, -0.35, -0.06], [0.01, 0.32, 0.13], [-0.05, -0.44, 0.02], [-0.07, 0.48, 0.05], [-0.26, -0.01, -0.23], [0.11, 0.06, 0.06], [0.02, 0.08, -0.03], [-0.03, -0.07, 0.02], [-0.01, 0.07, -0.06], [-0.01, -0.01, -0.01], [0.02, 0.07, 0.00], [0.03, -0.01, -0.03], [-0.02, -0.02, -0.05], [0.01, -0.04, -0.01], [-0.02, 0.11, 0.02], [-0.06, -0.01, -0.04], [-0.01, -0.05, 0.01], [0.02, -0.03, 0.02], [0.03, 0.01, 0.04], [0.03, -0.02, 0.02], [-0.06, 0.00, 0.04], [0.12, -0.03, -0.28], [-0.01, 0.03, -0.04], [-0.10, 0.02, 0.19], [0.05, -0.05, -0.07], [-0.02, -0.01, -0.01], [0.03, -0.01, -0.03], [0.07, 0.03, 0.14], [-0.08, -0.09, -0.16], [0.01, 0.02, -0.01], [0.05, 0.04, 0.04], [-0.04, 0.07, -0.19], [0.33, -0.33, -0.17], [-0.19, -0.18, 0.28], [-0.24, -0.19, 0.06], [-0.11, -0.39, 0.10], [0.25, 0.16, -0.10], [-0.06, 0.03, -0.03], [0.03, 0.03, 0.00], [-0.04, -0.04, -0.04], [0.05, 0.03, 0.11], [0.00, -0.09, 0.00], [0.09, 0.04, 0.08], [0.04, -0.02, 0.00], [-0.04, -0.01, -0.06], [0.31, 0.25, 0.03], [-0.08, -0.04, -0.09], [-0.03, -0.03, -0.02], [-0.04, -0.03, -0.04], [-0.02, -0.01, 0.01], [0.09, 0.00, -0.03], [-0.06, 0.00, 0.18], [0.02, -0.01, 0.04], [0.00, -0.03, -0.03], [0.03, 0.01, -0.02], [-0.04, -0.01, 0.07], [0.00, 0.00, 0.03], [0.02, 0.04, 0.04], [-0.08, 0.08, 0.16], [-0.01, 0.02, 0.08], [-0.04, -0.01, -0.02], [0.04, -0.01, -0.03], [-0.01, 0.03, 0.05], [0.05, 0.03, -0.03], [-0.03, -0.01, 0.01], [0.12, -0.05, -0.17], [0.05, 0.01, -0.02], [-0.05, -0.08, -0.01], [-0.02, -0.01, -0.02], [-0.05, 0.04, -0.08], [-0.03, 0.00, -0.04], [-0.02, -0.01, 0.01], [0.03, 0.00, -0.02], [0.03, -0.03, 0.08], [-0.05, 0.02, 0.00], [-0.06, 0.04, 0.04], [0.02, 0.04, 0.01], [-0.13, -0.26, 0.19], [-0.01, 0.00, -0.01], [0.04, -0.03, 0.06], [0.03, 0.03, 0.00], [0.02, -0.01, 0.01], [0.00, 0.07, 0.01], [0.05, -0.04, 0.02], [-0.06, -0.09, -0.15], [0.33, -0.19, 0.00], [0.26, -0.17, 0.04], [-0.16, 0.04, 0.30]],
  "e_above_lowest_kj_mol": 145.80,
  "charge": -1,
  "e_lumo_ev": 2.34
}

# 2
{
  "formula": "C8H10BNO3",
  "method": "the ωB97M-V functional and the def2-TZVPD basis",
  "elements": ["B", "C", "C", "C", "C", "C", "C", "C", "C", "N", "O", "O", "O", "H", "H", "H", "H", "H", "H", "H", "H", "H", "H"],
  "coordinates": [[2.865, -0.807, -0.302], [-3.230, -1.325, 0.243], [-3.320, -0.773, -1.058], [-2.051, -1.089, 1.047], [-2.303, -0.035, -1.600], [-1.105, -0.229, 0.496], [-1.256, 0.258, -0.772], [0.594, 1.155, 0.037], [1.332, 2.424, 0.173], [-0.036, 0.516, 1.005], [-0.239, 1.067, -1.137], [2.980, -1.496, 0.811], [3.539, -1.066, -1.503], [-3.954, -2.017, 0.657], [-4.200, -0.901, -1.658], [-2.130, -1.406, 2.066], [-2.258, 0.561, -2.552], [0.791, 3.223, 0.834], [1.234, 2.905, -0.831], [2.372, 2.290, 0.474], [0.493, 0.080, 1.743], [3.642, -2.224, 0.767], [4.105, -1.707, -1.777]],
  "forces_ev_per_angstrom": [[0.05, 0.98, -3.02], [2.09, 0.31, -0.13], [-0.77, -1.01, 0.86], [-1.93, 0.62, -1.55], [0.77, 1.83, -0.85], [-0.56, 0.13, 0.82], [0.00, -0.64, -1.28], [1.61, 0.17, -3.48], [-0.96, 2.18, -0.19], [-1.23, -2.11, 3.03], [0.96, 0.78, 1.75], [0.66, -1.50, 1.67], [-3.49, 3.86, 1.89], [-0.23, 0.33, -0.24], [-0.40, -0.33, -0.03], [0.61, -0.18, 0.41], [-0.67, -1.16, 0.75], [0.81, -1.56, -0.60], [0.70, -0.45, 0.62], [-0.32, 0.20, -0.08], [0.24, 0.30, 0.16], [-0.46, 0.41, 0.10], [2.52, -3.17, -0.61]],
  "e_above_lowest_kj_mol": 510.41,
  "e_lumo_ev": [-0.03, 0.55]
}

# 3
{
  "formula": "C45H62BN8O4Se3W",
  "method": "the ωB97M-V functional and the def2-TZVPD basis",
  "elements": ["W", "C", "C", "N", "N", "C", "B", "N", "C", "C", "C", "N", "N", "C", "C", "C", "N", "N", "C", "C", "C", "N", "H", "H", "H", "H", "H", "H", "H", "H", "H", "H", "H", "H", "C", "C", "C", "C", "C", "C", "C", "Se", "C", "C", "C", "C", "C", "C", "O", "C", "C", "C", "C", "C", "C", "C", "C", "C", "O", "C", "C", "C", "C", "C", "C", "H", "H", "H", "H", "H", "H", "H", "H", "H", "H", "H", "H", "H", "H", "H", "H", "H", "H", "H", "H", "H", "H", "H", "H", "H", "H", "H", "H", "H", "H", "H", "H", "H", "H", "H", "H", "H", "H", "H", "H", "O", "C", "C", "C", "O", "C", "Se", "C", "Se", "H", "H", "H", "H", "H", "H", "H", "H", "H", "H"],
  "coordinates": [[0.398, 0.585, -0.342], [-4.164, 2.013, 0.889], [-3.009, 1.272, 1.095], [-2.054, 1.608, 0.216], [-2.607, 2.583, -0.563], [-3.869, 2.828, -0.180], [-1.921, 2.974, -1.891], [-1.814, 1.633, -2.637], [-2.661, 1.212, -3.580], [-2.572, -0.161, -3.682], [-1.622, -0.522, -2.747], [-1.148, 0.564, -2.087], [-0.515, 3.523, -1.503], [-0.092, 4.784, -1.616], [1.072, 4.934, -0.878], [1.296, 3.690, -0.322], [0.331, 2.816, -0.709], [-2.674, 4.016, -2.645], [-3.154, 5.207, -2.176], [-3.670, 5.902, -3.236], [-3.460, 5.062, -4.345], [-2.862, 3.956, -3.978], [-5.075, 1.952, 1.439], [-2.864, 0.528, 1.848], [-4.476, 3.557, -0.676], [-3.246, 1.918, -4.136], [-3.102, -0.802, -4.355], [-1.279, -1.522, -2.545], [-0.621, 5.512, -2.199], [1.653, 5.825, -0.762], [2.108, 3.389, 0.327], [-3.085, 5.473, -1.140], [-4.131, 6.866, -3.233], [-3.726, 5.222, -5.371], [-4.099, -1.503, 5.919], [-3.173, -0.311, 5.656], [-4.051, 0.900, 5.286], [-2.386, -0.018, 6.936], [-2.234, -0.546, 4.480], [-1.283, 0.415, 4.140], [-0.615, 0.327, 2.928], [0.364, 1.864, 2.211], [2.293, 1.520, 2.478], [3.148, 2.316, 3.212], [4.521, 2.032, 3.182], [4.916, 0.820, 2.621], [4.083, -0.005, 1.885], [2.774, 0.472, 1.674], [1.960, 0.089, 0.669], [4.581, -1.317, 1.302], [5.910, -1.753, 1.930], [4.796, -1.167, -0.211], [3.545, -2.418, 1.574], [5.538, 3.018, 3.720], [5.445, 3.082, 5.251], [5.219, 4.397, 3.119], [6.967, 2.643, 3.311], [-0.889, -0.707, 2.022], [-0.422, -0.556, 0.755], [-1.718, -1.766, 2.416], [-2.372, -1.646, 3.635], [-1.934, -2.932, 1.463], [-0.575, -3.591, 1.190], [-2.879, -3.992, 2.030], [-2.547, -2.398, 0.158], [-4.734, -1.282, 6.773], [-3.534, -2.403, 6.148], [-4.754, -1.692, 5.072], [-4.735, 1.126, 6.100], [-4.643, 0.676, 4.400], [-3.446, 1.783, 5.090], [-3.079, 0.153, 7.756], [-1.761, 0.864, 6.836], [-1.752, -0.864, 7.192], [-1.082, 1.257, 4.784], [2.755, 3.170, 3.742], [5.940, 0.514, 2.717], [6.733, -1.127, 1.595], [6.129, -2.770, 1.616], [5.866, -1.738, 3.017], [5.304, -0.234, -0.446], [3.837, -1.196, -0.724], [5.396, -1.997, -0.574], [3.527, -2.669, 2.632], [3.801, -3.310, 1.009], [2.538, -2.119, 1.278], [4.441, 3.342, 5.574], [6.130, 3.836, 5.628], [5.716, 2.124, 5.687], [4.266, 4.782, 3.468], [5.199, 4.339, 2.033], [5.988, 5.106, 3.408], [7.293, 1.713, 3.772], [7.650, 3.422, 3.637], [7.051, 2.553, 2.229], [-3.054, -2.428, 3.914], [-0.183, -4.032, 2.103], [0.161, -2.875, 0.812], [-0.685, -4.380, 0.451], [-2.505, -4.392, 2.969], [-2.950, -4.814, 1.323], [-3.879, -3.590, 2.174], [-1.898, -1.656, -0.318], [-3.507, -1.927, 0.360], [-2.700, -3.214, -0.542], [1.835, -1.307, -6.268], [2.804, -0.638, -5.498], [2.178, -0.243, -4.138], [1.069, 0.794, -4.408], [-0.053, 0.252, -5.025], [1.595, -1.518, -3.524], [1.216, -1.546, -1.532], [3.301, 0.336, -3.294], [2.688, 1.342, -1.681], [2.259, -1.758, -7.003], [3.138, 0.276, -6.011], [3.679, -1.270, -5.316], [1.495, 1.624, -4.989], [0.708, 1.220, -3.452], [0.236, -0.206, -5.830], [2.290, -2.347, -3.656], [0.663, -1.764, -4.031], [3.889, 1.069, -3.854], [3.966, -0.458, -2.946]],
  "forces_ev_per_angstrom": [[-1.55, 1.33, -1.70], [0.14, 0.09, -0.18], [0.21, 0.02, -0.13], [0.15, 0.19, 0.04], [0.17, 0.06, 0.16], [0.07, -0.24, 0.27], [0.13, -0.49, 0.27], [0.42, 0.30, -0.02], [0.04, -0.62, -0.03], [0.12, 0.12, 0.51], [-0.11, 0.00, -0.03], [0.69, -0.35, 0.16], [-0.01, -0.56, -0.14], [0.43, -0.22, 0.20], [-0.15, -0.23, 0.02], [-0.08, -0.22, 0.01], [0.70, 0.18, 0.23], [-0.35, 0.62, 0.09], [-0.11, 0.09, -0.14], [0.07, -0.05, 0.17], [0.07, 0.08, 0.44], [0.34, -0.53, -0.70], [-0.31, 0.01, 0.17], [0.09, -0.17, 0.10], [-0.10, 0.11, -0.20], [-0.04, 0.07, 0.02], [-0.09, -0.14, -0.13], [0.14, 0.15, 0.16], [-0.21, 0.01, -0.11], [0.14, 0.14, 0.05], [-0.07, -0.08, -0.05], [0.00, 0.06, 0.25], [-0.12, 0.26, 0.10], [-0.03, 0.01, -0.23], [0.17, 0.17, -0.08], [-0.11, 0.00, 0.16], [0.12, -0.17, 0.07], [-0.05, -0.07, -0.18], [-0.09, -0.05, -0.06], [0.27, 0.07, -0.28], [0.34, 0.26, -0.49], [0.59, -0.30, 0.16], [-0.77, -0.44, -0.54], [-0.06, 0.03, -0.08], [-0.15, -0.17, 0.01], [-0.22, 0.22, 0.09], [-0.65, -0.13, -0.40], [-0.02, 0.86, 0.70], [0.78, -0.14, -0.26], [0.04, -0.17, -0.17], [-0.18, 0.13, -0.09], [-0.17, -0.03, 0.18], [-0.07, 0.13, -0.03], [0.07, 0.21, 0.21], [0.06, -0.02, -0.25], [0.11, -0.20, 0.07], [-0.24, 0.06, 0.09], [-0.11, 0.22, 1.29], [-1.09, -1.19, 0.79], [0.29, 0.06, -0.68], [0.16, 0.18, -0.02], [-0.05, -0.12, -0.21], [0.04, 0.20, -0.01], [0.16, 0.23, -0.04], [0.25, 0.21, 0.02], [-0.03, 0.03, 0.08], [0.03, -0.15, 0.03], [-0.08, -0.09, -0.10], [-0.06, 0.03, 0.09], [-0.06, 0.04, -0.11], [0.03, 0.14, -0.02], [-0.03, 0.03, 0.10], [0.11, 0.15, 0.04], [0.09, -0.07, 0.09], [-0.08, 0.09, 0.08], [0.04, 0.10, 0.14], [0.16, 0.03, 0.02], [0.14, 0.08, 0.03], [0.02, -0.11, -0.04], [0.02, -0.02, 0.11], [0.13, 0.08, -0.05], [-0.06, 0.05, -0.11], [0.08, -0.12, -0.11], [-0.02, -0.06, 0.11], [0.07, -0.17, -0.01], [0.04, -0.02, -0.02], [-0.14, 0.03, 0.09], [0.08, 0.10, 0.09], [0.00, -0.10, 0.11], [-0.16, 0.08, 0.04], [-0.01, 0.05, -0.14], [0.10, 0.14, 0.05], [0.06, -0.10, 0.04], [0.05, 0.08, 0.04], [0.07, -0.03, -0.10], [-0.10, -0.11, 0.02], [0.10, -0.07, 0.10], [-0.08, -0.14, 0.04], [-0.02, -0.13, -0.11], [-0.03, -0.08, 0.14], [-0.02, -0.09, -0.06], [-0.12, -0.02, 0.08], [-0.30, -0.29, 0.03], [-0.15, 0.04, -0.04], [-0.06, -0.15, -0.09], [-0.18, -0.23, -0.09], [0.38, 0.29, 0.36], [-0.31, -0.04, -0.11], [0.22, 0.44, 0.63], [-0.12, -0.18, -0.48], [-0.40, 0.34, 0.35], [0.05, 0.40, -0.63], [-0.48, 0.24, 0.16], [0.52, -0.46, -0.70], [-0.04, 0.01, -0.10], [0.03, -0.08, 0.11], [0.02, -0.06, -0.06], [0.06, 0.00, -0.01], [0.24, -0.18, -0.51], [-0.10, 0.08, 0.04], [0.00, -0.06, 0.29], [0.05, -0.02, 0.18], [-0.03, 0.03, 0.14], [0.03, 0.21, 0.16]],
  "e_above_lowest_kj_mol": 284.46,
  "spin_multiplicity": 2,
  "charge": 2,
  "e_lumo_ev": [-7.63, -7.96]
}

> Which formula does entry 1 have?

C40H46Cl3N4O2SiZr